# 1
The following is a DFT calculation (ωB97M-V with the def2-TZVPD basis set) of C6H13O4Yb as an isolated structure at a distorted geometry.

Last column: Mulliken charge in e.
CARTESIAN COORDINATES (ANGSTROEM)
1 C 1.8874 -3.4891 1.1586  -0.7671
2 O 0.6587 -2.9071 0.7709  -0.3940
3 C 0.4554 -1.5297 0.9720  -0.3799
4 H 2.3024 -2.8784 1.9786  0.3866
5 H 1.7047 -4.5609 1.0089  0.2827
6 H 2.8347 -3.5205 0.5932  0.2414
7 H -0.4751 -1.2779 0.4547  0.2634
8 H 1.5182 -1.3862 0.7822  0.0623
9 H 0.7544 -0.2239 1.1412  0.4177
10 O 3.9767 0.3849 1.4997  -0.6623
11 C 3.0642 1.1908 2.1696  -0.3692
12 C 1.8594 1.5096 1.3075  -0.4967
13 O 2.3415 1.8214 0.0429  -0.2028
14 C 1.4614 1.9512 -1.0767  -0.2544
15 C 2.3169 1.6949 -2.3183  -0.4397
16 O 3.1070 0.5615 -2.1688  -0.7006
17 Yb 3.9473 0.1805 -0.4340  0.9924
18 H 3.5462 2.1457 2.4839  0.2973
19 H 2.6805 0.7124 3.0945  0.2855
20 H 1.0814 2.1871 1.6768  0.3444
21 H 1.0031 2.9510 -1.0766  0.2923
22 H 0.6835 1.1777 -0.9793  0.2316
23 H 2.9268 2.6023 -2.5081  0.2552
24 H 1.6196 1.6067 -3.1737  0.3138

Computed properties:
- HOMO level (spin up / spin down) (eV) = -6.9 / -6.0
- relative energy (zero: lowest compared OMol25 entry of this formula, charge and spin) (kcal per mole) = 151.2
- 2S+1 = 2
- LUMO (spin up / spin down) (Eh) = -0.0173 / -0.0225
- expectation value of S² = 0.9995
- gap between HOMO and LUMO (spin up / spin down) (eV) = 6.40 / 5.35

***

# 2
The following is a DFT calculation (ωB97M-V with the def2-TZVPD basis set) of a 2-piece molecular cluster, C3H2BrF2I overall at a distorted geometry.

Last column: natural (NBO) charge in e.
CARTESIAN COORDINATES (ANGSTROEM)
1 C -0.4609 0.9525 1.1801  -0.5446
2 C 0.6092 0.7927 0.4714  -0.1933
3 C -0.0135 -1.0666 -1.0424  0.6156
4 F 0.0687 -0.7614 -2.3186  -0.3227
5 F 0.8561 -2.0619 -0.8080  -0.3414
6 Br -1.7836 -1.6113 -0.5072  0.0211
7 I 2.4328 1.7155 0.1930  0.2711
8 H -0.4813 1.8802 1.7969  0.2379
9 H -1.2274 0.1602 1.0349  0.2563

Computed properties:
- HOMO level (spin up / spin down) (eV) = -9.0 / -8.9
- relative energy (zero: lowest compared OMol25 entry of this formula, charge and spin) (kcal per mole) = 83.2
- LUMO (spin up / spin down) (Eh) = -0.0353 / -0.0357
- gap between HOMO and LUMO (spin up / spin down) (eV) = 8.04 / 7.92

***

# 3
The following is a DFT calculation (ωB97M-V with the def2-TZVPD basis set) of a 3-piece molecular cluster, C3H11NOS overall at a distorted geometry.

Last column: natural (NBO) charge in e.
CARTESIAN COORDINATES (ANGSTROEM)
1 C 1.8396 -1.7162 -0.5054  -0.0563
2 O 2.6883 -1.6181 0.6399  -0.7330
3 C 0.8655 -0.5632 -0.3777  -0.2493
4 N -0.0696 -0.5595 -1.4842  -0.8388
5 H 1.2977 -2.6635 -0.5220  0.1706
6 H 2.4417 -1.6043 -1.4272  0.1534
7 H 3.2410 -2.3983 0.7204  0.4710
8 H 0.3180 -0.6906 0.5617  0.2009
9 H 1.4823 0.3523 -0.2884  0.1699
10 H -0.8320 0.0966 -1.2966  0.3657
11 H 0.3603 -0.2222 -2.3433  0.3502
12 H -0.4809 1.2873 0.2800  0.1422
13 C -2.6495 2.0920 1.3326  -0.7450
14 S -2.2177 1.5225 -0.3372  -0.0621
15 H -1.8025 2.5448 1.8483  0.2253
16 H -3.4366 2.8531 1.2479  0.2211
17 H -3.0456 1.2872 1.9514  0.2143

Computed properties:
- HOMO level (eV) = -9.2
- relative energy (zero: lowest compared OMol25 entry of this formula, charge and spin) (kcal per mole) = 63.3
- LUMO (Eh) = -0.0147
- gap between HOMO and LUMO (eV) = 8.84

***

# 4
The following is a DFT calculation (ωB97M-V with the def2-TZVPD basis set) of a 11-piece molecular cluster, C44H68O32 overall at a distorted geometry.

Last column: Mulliken charge in e.
CARTESIAN COORDINATES (ANGSTROEM)
1 C 7.8097 14.6208 16.1644  -1.1674
2 C 8.2056 14.7239 17.5943  0.6188
3 C 8.0215 16.0320 18.3499  0.5467
4 O 7.3457 15.5443 19.5514  -0.3347
5 C 6.9928 14.3158 19.4382  0.5595
6 O 6.3828 13.7584 20.3222  -0.6372
7 O 7.4071 13.7476 18.2560  -0.4188
8 H 8.1066 15.4158 15.4647  -0.0457
9 H 6.7574 14.5128 16.1251  0.2651
10 H 8.2612 13.7920 15.6598  0.4162
11 H 9.2167 14.3773 17.7559  0.2962
12 H 7.3339 16.7195 17.8884  -0.3639
13 H 8.9099 16.5551 18.6150  0.1163
14 C 0.0453 19.5766 16.7552  -1.5627
15 C 1.2909 19.5852 15.9086  1.7324
16 C 1.1268 18.9478 14.5153  -0.5203
17 O 1.8475 19.8716 13.6054  -0.2215
18 C 2.0640 20.9957 14.2328  0.6136
19 O 2.5786 21.9075 13.7464  -0.5204
20 O 1.5933 20.9958 15.4885  -0.3695
21 H -0.1853 18.5285 17.0513  0.3209
22 H -0.8122 19.9289 16.1123  0.3986
23 H 0.1028 20.2283 17.6328  0.3444
24 H 2.1216 19.1865 16.4132  -0.7134
25 H 0.0669 18.8735 14.2975  0.4390
26 H 1.5785 17.9714 14.3332  0.1340
27 C 6.3981 18.0145 21.7301  -1.2399
28 C 5.0885 18.6579 21.2459  0.5581
29 C 5.2951 19.4836 19.9544  -0.0226
30 O 4.1188 19.1988 19.2111  0.1707
31 C 3.5275 18.1091 19.6868  0.1516
32 O 2.4803 17.6528 19.3171  -0.5804
33 O 4.1344 17.7028 20.8382  -0.3344
34 H 6.1980 17.4041 22.5585  0.4712
35 H 7.1385 18.7742 22.0891  0.3219
36 H 6.8456 17.2960 21.0370  0.1492
37 H 4.6962 19.2943 22.0436  0.2406
38 H 6.1246 19.1301 19.3725  -0.2322
39 H 5.4346 20.5757 20.1799  0.2913
40 C 2.8887 23.4500 17.1957  -1.4712
41 C 3.7837 22.3996 17.8272  0.7897
42 C 4.4509 21.4856 16.8330  -0.0849
43 O 5.7538 21.2204 17.4734  0.1983
44 C 5.9771 22.2282 18.3650  0.0516
45 O 7.0425 22.4553 18.8811  -0.5662
46 O 4.8781 23.0503 18.4300  -0.4059
47 H 3.5022 23.9645 16.4906  0.4471
48 H 2.4618 24.0999 17.9718  0.4086
49 H 2.0642 22.9606 16.6611  0.2045
50 H 3.2416 21.7838 18.5799  0.1578
51 H 4.6560 21.9683 15.9402  1.1720
52 H 4.0193 20.5239 16.5505  -0.7789
53 C 9.4271 20.6579 20.0364  -1.4447
54 C 9.3346 20.2274 18.6236  1.9010
55 C 10.1364 21.0402 17.5732  -0.4400
56 O 10.7666 20.0469 16.7393  -0.3017
57 C 10.6818 18.8620 17.3819  0.7241
58 O 11.0698 17.7896 17.0043  -0.5993
59 O 10.0844 18.9657 18.5576  -0.3816
60 H 9.0076 21.6482 20.1393  0.3940
61 H 10.4814 20.6955 20.3911  0.4592
62 H 8.8079 20.0154 20.7052  0.0348
63 H 8.3786 20.0179 18.2038  -0.6578
64 H 10.9479 21.6689 18.0870  0.2342
65 H 9.4396 21.5603 16.9169  0.2815
66 C 10.3068 19.4379 13.5316  -1.3211
67 C 10.2977 18.1142 12.7284  0.2969
68 C 10.0470 16.9277 13.6526  0.3851
69 O 9.1860 16.0792 12.8916  -0.2726
70 C 8.6511 16.7731 11.8501  0.6082
71 O 7.8980 16.3002 11.0305  -0.5501
72 O 9.2543 17.9789 11.6946  -0.3617
73 H 11.0425 19.2948 14.2871  0.3889
74 H 9.3469 19.6413 13.9391  0.1381
75 H 10.4418 20.2600 12.8367  0.4514
76 H 11.2370 18.0586 12.2349  0.4060
77 H 9.5049 17.1354 14.6058  -0.4056
78 H 11.0235 16.4365 13.9021  0.3332
79 C 4.9020 19.7384 12.6701  -1.9735
80 C 4.9043 18.8004 13.9139  1.7604
81 C 5.5516 17.4016 13.7597  0.9303
82 O 6.5927 17.4088 14.7579  0.3506
83 C 6.7025 18.5885 15.3914  0.0199
84 O 7.6316 18.8393 16.0820  -0.6293
85 O 5.7905 19.4317 15.0206  -0.2611
86 H 4.3511 19.2793 11.8956  0.5413
87 H 5.9690 19.8535 12.3749  0.4136
88 H 4.4411 20.6742 12.9187  0.3951
89 H 3.9772 18.6664 14.3957  -0.8313
90 H 6.0998 17.2894 12.7953  -0.8775
91 H 4.8872 16.6007 14.0192  -0.0240
92 C 2.3208 13.5830 16.1911  -1.3826
93 C 2.0246 14.6675 17.2417  0.2598
94 C 3.0266 14.6150 18.3865  -0.5906
95 O 4.0541 15.4578 17.7630  0.1656
96 C 3.5143 16.3392 16.9405  -0.2761
97 O 4.0722 17.3368 16.5833  -0.0729
98 O 2.2994 15.9043 16.5716  -0.3531
99 H 1.9454 12.6115 16.5442  0.4232
100 H 3.4090 13.5230 15.9645  0.1928
101 H 1.8816 13.8640 15.2932  0.4269
102 H 0.9736 14.6836 17.6447  0.4434
103 H 3.5713 13.6826 18.6172  0.3294
104 H 2.6473 15.0440 19.2588  0.2519
105 C 2.8473 23.1542 10.6495  -1.2850
106 C 2.6828 22.2854 9.4599  0.4648
107 C 3.9619 21.5398 8.9490  -0.5856
108 O 3.5572 20.1120 8.9325  -0.0195
109 C 2.3348 19.9518 9.3973  0.3427
110 O 1.7864 18.8825 9.3879  -0.5944
111 O 1.7917 21.1699 9.7720  -0.3917
112 H 2.0115 23.7848 10.7705  0.4674
113 H 3.7466 23.7764 10.4944  0.3463
114 H 2.9392 22.5025 11.5064  0.1968
115 H 2.2505 22.8561 8.6548  0.3921
116 H 4.8985 21.6108 9.5123  0.3832
117 H 4.2025 21.7676 7.9149  0.2853
118 C 6.3877 19.2269 9.3423  -0.6664
119 C 6.5154 19.0493 7.8579  0.1457
120 C 5.5020 17.9734 7.3197  -0.1539
121 O 5.2429 18.5810 5.9997  -0.4320
122 C 5.5268 19.9442 6.0683  0.6486
123 O 5.0895 20.7082 5.2927  -0.5404
124 O 6.1783 20.2252 7.1440  -0.4338
125 H 6.5393 18.2418 9.7173  0.1657
126 H 5.3611 19.5123 9.5789  -0.3256
127 H 7.0142 19.9060 9.8802  0.6449
128 H 7.5442 18.8349 7.5252  0.6109
129 H 4.5393 17.8502 7.9009  -0.0040
130 H 6.0121 17.0079 7.1833  0.4069
131 O 5.1539 14.3282 13.2859  -0.4584
132 C 5.2888 13.8382 12.1891  0.7580
133 O 4.5967 14.2172 11.0717  -0.3778
134 C 3.7640 15.3213 11.1530  0.7023
135 C 3.0039 15.4795 9.8535  -1.5167
136 C 6.3479 12.7933 11.8666  -1.2281
137 H 4.3723 16.1830 11.3118  -0.3069
138 H 3.2023 15.2302 12.0193  0.3148
139 H 2.4019 16.4097 9.7393  0.3211
140 H 2.3614 14.6634 9.6682  0.4259
141 H 3.6753 15.5616 9.0634  0.3878
142 H 5.9289 12.0229 11.2692  0.3835
143 H 6.8958 12.5505 12.7314  0.3533
144 H 7.1194 13.3801 11.2875  0.2462

Computed properties:
- HOMO level (eV) = -10.5
- LUMO (Eh) = 0.0135
- SMILES = C[C@H]1COC(=O)O1.C[C@H]1COC(=O)O1.C[C@H]1COC(=O)O1.C[C@H]1COC(=O)O1.C[C@H]1COC(=O)O1.C[C@H]1COC(=O)O1.C[C@H]1COC(=O)O1.C[C@H]1COC(=O)O1.C[C@H]1COC(=O)O1.C[C@H]1COC(=O)O1.CCOC(C)=O
- gap between HOMO and LUMO (eV) = 10.87

***

# 5
The following is a DFT calculation (ωB97M-V with the def2-TZVPD basis set) of C14H19N4O4PRhS3 as an isolated structure at a distorted geometry.

Last column: natural (NBO) charge in e.
CARTESIAN COORDINATES (ANGSTROEM)
1 Rh -0.2254 0.9020 -1.1089  0.7252
2 C 0.6657 6.1552 1.0532  -0.6284
3 C -0.6558 5.4101 1.0917  -0.0611
4 O -0.4203 4.0278 1.4069  -0.8374
5 P -0.7754 2.8549 0.4131  1.6131
6 S -0.2434 1.1656 1.4060  -0.3651
7 S 0.0568 3.2180 -1.4457  -0.4064
8 O -2.3653 3.0749 0.3131  -0.8345
9 C -3.2350 2.2771 -0.4858  -0.0606
10 C -4.2973 1.6648 0.4087  -0.6301
11 H 0.4756 7.2245 1.0044  0.2150
12 H 1.2470 5.8497 0.1872  0.2196
13 H 1.2414 5.9329 1.9491  0.2192
14 H -1.1758 5.4828 0.1325  0.1867
15 H -1.3056 5.8017 1.8789  0.1921
16 H -2.6493 1.4914 -1.0064  0.1829
17 H -3.6754 2.9420 -1.2349  0.1893
18 H -3.8488 0.9371 1.0816  0.2197
19 H -5.0606 1.1782 -0.1913  0.2100
20 H -4.7687 2.4486 0.9981  0.2201
21 N 3.6310 -4.1923 2.8306  -0.8206
22 C 3.2619 -3.5716 1.6798  0.2838
23 C 3.2200 -2.1705 1.6218  -0.3001
24 C 2.8763 -1.5370 0.4490  -0.1561
25 C 2.5951 -2.2972 -0.6724  -0.3974
26 C 2.5734 -3.6790 -0.6306  -0.1390
27 C 2.9155 -4.3168 0.5428  -0.3072
28 S 2.2206 -1.4118 -2.1640  2.3421
29 O 3.0991 -0.2864 -2.2743  -0.9366
30 O 2.1082 -2.3077 -3.2762  -0.9342
31 N 0.7251 -0.7977 -1.7852  -0.9539
32 C -0.3300 -1.6137 -1.6126  0.5578
33 N -0.2578 -2.8999 -1.4691  -0.4881
34 C -1.4062 -3.6238 -1.2718  0.1389
35 C -2.6478 -2.9881 -1.3119  -0.3596
36 C -2.6814 -1.6207 -1.4557  0.1144
37 N -1.4994 -0.9028 -1.5441  -0.5383
38 H 3.8518 -3.6570 3.6497  0.3905
39 H 3.6331 -5.1916 2.8933  0.3895
40 H 3.4752 -1.5963 2.4985  0.2061
41 H 2.8387 -0.4596 0.3679  0.2403
42 H 2.3046 -4.2241 -1.5228  0.2453
43 H 2.9413 -5.3948 0.5965  0.2034
44 H -1.2843 -4.6861 -1.1812  0.2082
45 H -3.5590 -3.5645 -1.2567  0.2313
46 H -3.5900 -1.0499 -1.5510  0.2104

Computed properties:
- HOMO level (spin up / spin down) (eV) = -7.9 / -7.9
- relative energy (zero: lowest compared OMol25 entry of this formula, charge and spin) (kcal per mole) = 49.2
- 2S+1 = 2
- LUMO (spin up / spin down) (Eh) = -0.0730 / -0.0481
- expectation value of S² = 0.9762
- gap between HOMO and LUMO (spin up / spin down) (eV) = 5.87 / 6.55

***

# 6
The following is a DFT calculation (ωB97M-V with the def2-TZVPD basis set) of an isolated ion of composition CH7N5 and charge +2 at a distorted geometry.

Last column: natural (NBO) charge in e.
CARTESIAN COORDINATES (ANGSTROEM)
1 C 0.9340 1.0738 0.0486  0.2425
2 N 1.9400 0.3345 0.2122  -0.1055
3 N -0.4176 0.8304 -0.1986  -0.3001
4 N -2.4033 -0.3052 0.1728  -0.4410
5 N 2.2619 -0.9676 -0.0460  -0.3890
6 N -1.1050 -0.2608 -0.0208  -0.0129
7 H 1.1467 2.1383 0.1495  0.2872
8 H -0.9687 1.6966 -0.2828  0.4661
9 H -2.9943 0.5187 0.0651  0.4534
10 H -2.8615 -1.1984 0.3438  0.4713
11 H 3.1924 -1.2115 0.2930  0.4591
12 H 1.8754 -1.4966 -0.8223  0.4164
13 H -0.6001 -1.1524 0.0855  0.4527

Computed properties:
- HOMO level (spin up / spin down) (eV) = -18.9 / -19.6
- relative energy (zero: lowest compared OMol25 entry of this formula, charge and spin) (kcal per mole) = 31.8
- total charge = +2
- LUMO (spin up / spin down) (Eh) = -0.4345 / -0.4013
- gap between HOMO and LUMO (spin up / spin down) (eV) = 7.12 / 8.67